# 1
# C23H37MnN3O3Si2

A structure of composition C23H37MnN3O3Si2 (ωB97M-V/def2-TZVPD, OMol25).

Last column: Löwdin charge in e.
Geometry (Å):
Mn -0.135 0.217 -0.527  0.927
C -1.486 -0.896 -4.005  -0.174
Si -1.865 -1.984 -2.544  0.425
C -0.612 -3.329 -2.235  -0.183
C -3.457 -2.894 -2.914  -0.181
C -2.109 -0.831 -1.044  -0.417
C -2.620 0.497 -1.476  -0.401
C -3.926 0.743 -1.958  -0.015
C -4.222 2.032 -2.420  -0.061
C -3.300 3.060 -2.332  -0.081
C -2.042 2.762 -1.830  -0.105
N -1.688 1.503 -1.465  0.030
Si -2.760 -1.515 0.539  0.394
C -2.824 -0.362 1.971  -0.170
C -4.543 -2.177 0.388  -0.182
C -1.709 -3.032 1.054  -0.188
H -1.244 -1.578 -4.842  0.041
H -0.630 -0.227 -3.838  0.027
H -2.285 -0.246 -4.284  0.020
H 0.191 -3.342 -2.985  0.028
H -1.069 -4.324 -2.272  0.031
H -0.072 -3.274 -1.294  0.001
H -3.490 -3.040 -4.008  0.034
H -4.306 -2.328 -2.543  0.010
H -3.437 -3.895 -2.433  0.037
H -4.721 0.014 -1.969  0.099
H -5.170 2.266 -2.916  0.112
H -3.501 4.069 -2.618  0.093
H -1.280 3.540 -1.678  0.116
H -3.149 0.620 1.565  0.048
H -1.830 -0.223 2.365  -0.007
H -3.567 -0.753 2.674  0.038
H -5.084 -1.408 -0.159  0.005
H -4.924 -2.284 1.417  0.027
H -4.662 -3.123 -0.199  0.032
H -0.595 -2.954 1.009  0.014
H -1.966 -3.868 0.341  0.032
H -1.855 -3.370 2.096  0.031
N 2.852 -1.204 -0.825  0.203
C 2.559 -0.249 -1.744  -0.581
N 3.445 0.000 -2.746  0.178
O 1.502 0.438 -1.690  -0.085
H 3.725 -1.711 -0.861  0.120
H 2.264 -1.243 -0.004  0.096
H 4.420 -0.296 -2.758  0.122
H 3.153 0.860 -3.196  0.122
C 6.327 2.550 2.586  -0.060
C 4.868 2.249 2.668  -0.289
C 4.495 0.921 2.911  -0.019
C 3.161 0.508 3.035  -0.205
C 2.814 -0.938 3.404  -0.028
C 2.173 1.415 2.680  -0.053
C 2.521 2.774 2.426  -0.222
C 1.520 3.820 2.129  -0.051
C 3.855 3.164 2.467  -0.022
C 0.733 0.910 2.468  -0.545
O 0.089 0.438 3.432  0.028
O 0.209 0.990 1.272  -0.165
H 6.878 1.707 3.021  0.073
H 6.472 3.475 3.150  0.080
H 6.698 2.666 1.537  0.092
H 5.273 0.178 3.042  0.105
H 3.708 -1.412 3.801  0.070
H 2.463 -1.504 2.530  0.069
H 2.004 -0.977 4.144  0.083
H 1.377 3.880 1.036  0.086
H 1.814 4.810 2.576  0.098
H 0.494 3.487 2.444  0.095
H 4.077 4.225 2.431  0.117

The value obtained for the total energy is -82143.8703 eV. The expectation value of S² is 8.758. The calculation puts the lowest unoccupied orbital energy (spin up / spin down) at -0.147 / -0.191 eV. Its spin multiplicity is 6. Its frontier orbital gap (spin up / spin down) is 7.11 / 7.54 eV.


# 2
# C5H12N3

A cluster of 2 separate species, C5H12N3 in total (ωB97M-V/def2-TZVPD, OMol25).

Last column: Löwdin charge in e.
Geometry (Å):
C -0.413 -0.577 0.968  -0.203
C -0.967 2.092 -1.363  0.066
C 0.356 -0.406 -0.517  -0.046
C 1.753 -0.256 -0.533  -0.148
C -1.228 0.821 -1.172  -0.257
N 2.475 0.083 0.546  0.141
N -2.217 -0.150 -1.297  0.118
N 0.508 -0.762 2.051  -0.005
H -1.185 0.248 1.173  0.138
H -0.973 -1.535 0.821  0.121
H -0.216 2.578 -0.838  0.051
H -1.950 2.619 -1.609  0.119
H -0.002 -1.273 -1.204  0.137
H 2.238 -0.325 -1.435  0.097
H 3.469 -0.035 0.392  0.126
H 2.171 0.161 1.526  0.111
H -2.584 -0.373 -0.399  0.088
H -2.208 -0.751 -2.196  0.178
H 0.161 -0.499 2.968  0.111
H 0.812 -1.660 2.118  0.059

The value obtained for the total energy is -9836.8921 eV. The expectation value of S² is 2.009. The calculation puts the lowest unoccupied orbital energy (spin up / spin down) at -2.758 / -6.742 eV. Its energy above the lowest of the compared OMol25 structures with the same formula, charge and spin is 47.8 kcal per mole. Its spin multiplicity is 3. Its frontier orbital gap (spin up / spin down) is 7.38 / 6.89 eV. As for the net charge: +1.


# 3
# C5H17NO4

A cluster of 5 separate species, C5H17NO4 in total (ωB97M-V/def2-TZVPD, OMol25).

Last column: Löwdin charge in e.
Geometry (Å):
C -0.232 -1.352 -0.703  -0.079
C 0.074 -0.366 0.423  -0.221
C -1.100 0.473 0.868  -0.400
C -1.893 0.088 1.863  0.072
C -1.437 2.760 0.550  -0.026
N -1.343 1.599 0.081  0.031
H 0.703 -1.875 -0.894  0.067
H -1.039 -2.062 -0.537  0.087
H -0.531 -0.791 -1.585  0.057
H 0.902 0.265 0.065  0.097
H 0.570 -0.717 1.327  0.087
H -1.831 -0.867 2.357  0.066
H -2.767 0.679 2.105  0.062
H -1.774 3.546 -0.129  0.074
H -1.204 3.152 1.545  0.089
H 2.607 3.541 -0.221  0.036
H 1.558 2.597 -0.821  0.005
O 2.213 3.266 -1.055  -0.056
H 0.615 -2.273 1.799  -0.012
H 1.673 -3.374 1.934  0.037
O 1.017 -2.885 2.440  -0.057
H 2.957 -0.568 -0.852  0.006
H 3.856 -1.825 -0.843  0.033
O 3.867 -0.869 -0.938  -0.048
H -2.617 -0.553 -2.173  0.020
H -2.137 -0.548 -3.603  0.037
O -2.707 -1.041 -3.003  -0.063

The value obtained for the total energy is -15139.0000 eV. The calculation puts the lowest unoccupied orbital energy at 0.293 eV. Its energy above the lowest of the compared OMol25 structures with the same formula, charge and spin is 54.1 kcal per mole. Its spin multiplicity is 1. Its frontier orbital gap is 9.75 eV.


# 4
# C26H34MoN4O6SeSi

A structure of composition C26H34MoN4O6SeSi (ωB97M-V/def2-TZVPD, OMol25).

Last column: Löwdin charge in e.
Geometry (Å):
Mo 0.173 0.035 -0.798  1.689
O -0.910 0.920 -1.960  -0.329
C -1.387 2.131 -2.333  -0.276
C -2.102 2.250 -3.508  0.031
C -2.584 3.506 -3.853  -0.003
C -2.359 4.614 -3.041  -0.020
C -1.636 4.478 -1.869  0.021
C -1.130 3.227 -1.504  -0.128
C -0.371 3.073 -0.303  0.022
N 0.199 1.980 0.086  -0.101
N 0.857 2.075 1.303  0.144
C 1.269 0.930 1.685  -0.345
O 1.005 -0.128 0.854  -0.254
C 2.036 0.681 2.893  -0.165
C 2.260 -0.625 3.331  -0.016
C 2.979 -0.847 4.491  -0.043
C 3.478 0.231 5.210  -0.034
C 3.256 1.534 4.776  -0.039
C 2.535 1.766 3.621  -0.007
H -2.275 1.381 -4.128  0.139
H -3.148 3.620 -4.770  0.130
H -2.748 5.581 -3.325  0.127
H -1.451 5.334 -1.233  0.134
H -0.244 3.929 0.353  0.162
H 1.857 -1.462 2.778  0.096
H 3.148 -1.857 4.839  0.118
H 4.041 0.057 6.117  0.121
H 3.646 2.368 5.343  0.120
H 2.353 2.775 3.277  0.122
C -2.544 -3.055 2.013  -0.057
C -3.629 -2.037 1.691  -0.142
C -3.568 -1.489 0.243  -0.301
C -4.662 -0.419 0.035  -0.144
C -4.686 0.163 -1.373  -0.048
C -3.826 -2.642 -0.724  -0.383
O -4.844 -3.268 -0.712  0.177
N -2.820 -2.969 -1.651  0.248
C -1.582 -2.413 -1.743  -0.485
O -0.727 -2.773 -2.532  0.095
N -1.316 -1.396 -0.833  0.014
C -2.223 -0.873 0.033  -0.419
O -1.801 0.130 0.623  0.039
H -2.669 -3.432 3.027  0.092
H -1.544 -2.612 1.956  0.066
H -2.584 -3.917 1.343  0.088
H -3.567 -1.182 2.365  0.132
H -4.617 -2.482 1.807  0.136
H -4.497 0.365 0.775  0.130
H -5.613 -0.898 0.265  0.136
H -3.735 0.641 -1.626  0.058
H -5.462 0.921 -1.457  0.093
H -4.898 -0.602 -2.123  0.091
H -3.024 -3.737 -2.282  0.188
C 4.186 -1.317 -0.226  -0.176
Si 4.107 0.226 -1.237  0.352
C 5.167 0.208 -2.749  -0.205
C 4.230 1.782 -0.235  -0.187
Se 1.907 0.522 -2.295  0.657
H 5.185 -1.336 0.223  0.063
H 4.078 -2.216 -0.831  0.048
H 3.462 -1.331 0.587  0.013
H 6.214 0.209 -2.432  0.057
H 5.013 1.090 -3.372  0.046
H 5.006 -0.683 -3.357  0.049
H 5.258 1.861 0.133  0.060
H 3.571 1.779 0.632  0.013
H 4.028 2.674 -0.830  0.047
C 1.088 -2.998 0.108  -0.043
O 1.185 -1.980 -0.920  -0.339
H 1.862 -3.739 -0.080  0.112
H 0.108 -3.471 0.100  0.088
H 1.261 -2.515 1.063  0.062
H 0.775 -2.354 -1.738  0.060

The value obtained for the total energy is -120828.0344 eV. The calculation puts the lowest unoccupied orbital energy at -8.576 eV. Its energy above the lowest of the compared OMol25 structures with the same formula, charge and spin is 0.0 kcal per mole. Its spin multiplicity is 1. Its frontier orbital gap is 5.79 eV. As for the net charge: +2.


Asked for strongest force on any atom across the records above, the calculation gives 2.322 4.365 1.244 0.513 eV/A in order.